Below is an isolated ion of composition C3H8NOS and charge +1 at a distorted geometry, with properties calculated with ωB97M-V/def2-TZVPD.

Element x y z (Å)
N1 1.32591 -1.55894 0.73375
C1 0.33176 -0.82656 -0.09244
C2 1.14976 0.09842 -1.03809
O1 1.95476 0.84850 -0.55274
C3 -0.51498 0.07353 0.79396
S1 -1.92246 0.83800 -0.15252
H1 1.88812 -0.92223 1.31899
H2 0.93833 -2.21518 1.42413
H3 2.03154 -2.07735 0.22722
H4 -0.14382 -1.58131 -0.72024
H5 1.06412 0.06246 -2.13506
H6 -0.91984 -0.35784 1.70664
H7 0.12250 0.89721 1.11586
H8 -2.80737 0.55430 0.81248

Computed properties:
Net charge: +1
Relative energy (zero: lowest compared OMol25 entry of this formula, charge and spin) (kcal/mol): 16.1
Strongest force on any atom (eV/A): 2.05